{
  "formula": "C4H12",
  "method": "the ωB97M-V functional and the def2-TZVPD basis",
  "orbital_gap_ev": 12.036,
  "multiplicity": 1,
  "e_above_lowest_ev": 1.7196,
  "smiles": "CC.CC",
  "symbols": ["C", "C", "H", "H", "H", "H", "H", "H", "C", "C", "H", "H", "H", "H", "H", "H"],
  "positions_angstrom": [[-1.833, -1.198, 0.494], [-1.048, -1.912, -0.614], [-0.892, -0.812, 1.117], [-2.531, -0.530, 0.022], [-2.207, -1.869, 1.248], [-0.616, -1.287, -1.461], [-0.303, -2.514, -0.266], [-1.760, -2.668, -1.114], [2.089, 1.457, 0.289], [0.696, 1.575, -0.132], [2.489, 2.425, 0.002], [2.247, 1.320, 1.264], [2.735, 0.826, -0.200], [0.005, 2.062, 0.612], [0.243, 0.743, -0.385], [0.685, 2.383, -0.875]],
  "atomic_forces_ev_per_a": [[4.378, 0.066, 0.811], [-3.341, -0.264, -2.896], [-2.444, 0.695, -1.098], [-0.205, 0.652, 0.676], [-0.873, -0.463, -0.292], [-0.716, -0.384, 1.302], [2.233, -1.424, 1.213], [0.954, 1.095, 0.296], [0.283, 2.787, -1.774], [-0.544, 5.100, 1.187], [0.666, 0.300, 0.594], [0.458, -0.525, 4.000], [0.939, -2.086, -1.586], [0.917, -0.624, -0.021], [-2.248, -4.079, -1.772], [-0.459, -0.845, -0.640]],
  "lowdin_charge": [-0.167, -0.203, 0.100, 0.057, 0.047, 0.081, 0.012, 0.083, -0.157, -0.158, 0.077, 0.026, 0.048, 0.100, -0.026, 0.079]
}


{
  "formula": "C6H14NOS",
  "method": "the ωB97M-V functional and the def2-TZVPD basis",
  "orbital_gap_ev": 9.421,
  "multiplicity": 1,
  "e_above_lowest_ev": 1.9264,
  "total_charge": 1,
  "symbols": ["C", "C", "C", "C", "C", "C", "N", "O", "S", "H", "H", "H", "H", "H", "H", "H", "H", "H", "H", "H", "H", "H", "H"],
  "positions_angstrom": [[0.232, -1.706, 2.561], [-0.964, -1.184, 2.788], [-0.268, -0.980, -3.104], [-0.699, 1.992, 0.768], [-0.186, 0.198, -0.891], [0.119, 0.122, -2.170], [0.336, 1.362, -0.062], [0.957, 1.091, -2.643], [1.727, -0.680, 2.558], [-1.864, -1.742, 2.674], [1.118, 1.116, 0.454], [-1.062, -0.245, 3.226], [0.506, -1.713, -3.233], [-1.157, -1.706, -2.844], [-0.400, -0.544, -4.112], [-1.186, 1.251, 1.386], [-0.073, 2.807, 1.357], [-1.503, 2.408, 0.265], [-0.818, -0.495, -0.452], [0.408, -2.716, 2.441], [0.673, 1.971, -0.864], [2.559, -1.555, 3.280], [1.544, 0.947, -3.385]],
  "atomic_forces_ev_per_a": [[0.485, 2.216, 0.633], [0.621, -1.028, -0.250], [-1.779, -1.096, -0.521], [2.683, 1.368, 2.741], [0.686, 1.343, 0.480], [1.204, -0.544, -0.931], [-2.461, -0.274, -4.620], [-0.393, 0.777, 0.768], [-0.001, -1.307, 0.918], [-0.415, -0.586, 0.037], [1.955, -0.870, 1.555], [-0.128, 1.748, 0.251], [0.967, -0.086, 0.152], [1.374, 2.114, -0.163], [-0.354, -0.233, 0.486], [0.571, -0.232, 0.560], [-1.914, -1.632, -0.785], [-0.984, 1.093, -1.740], [-1.006, -0.887, 1.150], [0.202, -1.932, -0.783], [-0.218, -0.213, 1.290], [-0.835, 0.949, -0.854], [-0.259, -0.689, -0.373]],
  "lowdin_charge": [-0.538, -0.081, -0.007, 0.003, 0.002, -0.348, 0.040, 0.055, 0.677, 0.061, 0.084, 0.031, 0.081, 0.143, 0.100, 0.074, 0.163, 0.079, 0.107, 0.032, 0.188, -0.084, 0.137]
}


{
  "formula": "CH10NP5",
  "method": "the ωB97M-V functional and the def2-TZVPD basis",
  "orbital_gap_ev": 7.764,
  "multiplicity": 1,
  "e_above_lowest_ev": 2.1366,
  "symbols": ["C", "N", "P", "P", "P", "P", "P", "H", "H", "H", "H", "H", "H", "H", "H", "H", "H"],
  "positions_angstrom": [[0.885, 0.135, 1.748], [0.234, -0.314, 0.576], [-2.073, -1.946, 0.702], [0.103, -0.851, -2.458], [1.755, 2.152, -0.539], [-2.621, -2.843, -1.046], [0.231, 0.558, -0.689], [0.351, 1.032, 2.157], [0.814, -0.705, 2.461], [1.884, 0.535, 1.374], [-0.976, -2.744, 0.849], [-0.946, 1.469, -1.148], [-0.689, -1.973, -1.990], [1.394, -1.491, -2.240], [1.501, 2.779, -1.658], [2.873, 1.359, -1.119], [-3.876, -1.997, -1.322]],
  "atomic_forces_ev_per_a": [[-0.024, 1.386, 0.270], [-0.911, -0.966, -0.426], [-1.293, 0.494, -0.501], [0.983, 0.057, -0.471], [1.774, -1.924, 1.606], [-1.582, 0.989, 0.321], [-1.759, 0.242, -2.542], [0.470, -0.651, 0.296], [0.929, 0.664, 0.038], [-0.493, -0.922, 1.639], [0.975, -0.744, 0.154], [1.261, -0.963, 0.855], [0.632, 0.958, 0.219], [-0.740, 0.437, 0.044], [-0.751, 1.187, -2.551], [-0.968, 0.672, 0.588], [1.497, -0.918, 0.460]],
  "lowdin_charge": [-0.301, -0.546, 0.311, 0.522, 0.600, 0.234, 0.205, 0.068, 0.071, 0.021, -0.237, -0.023, -0.293, -0.142, -0.222, -0.092, -0.176]
}